Entry 1:
ORCA calculation (ωB97M-V/def2-TZVPD) on an isolated molecule of C5H9N2P at a distorted geometry.

Geometry as XYZ:
```
17
Properties=species:S:1:pos:R:3:nbo_charge:R:1
C -1.5775 1.8342 0.3016 -0.64
C -1.2682 0.7786 -0.6915 -0.36
C 0.4254 0.2268 -0.5558 -0.46
P 1.7962 1.1847 -0.8818 0.73
N 2.7360 -0.0337 -0.2057 -0.59
N 2.1154 -1.0766 0.2382 -0.24
C 0.8234 -0.9984 0.0348 0.07
C 0.0059 -2.1574 0.4165 -0.63
H -1.1636 1.5507 1.2855 0.22
H -2.6252 2.1531 0.4166 0.22
H -0.9967 2.8676 0.2557 0.21
H -1.4129 1.1110 -1.6539 0.20
H -1.8390 -0.1785 -0.4804 0.21
H 3.6840 -0.0001 -0.0345 0.40
H 0.3721 -2.9359 -0.2214 0.23
H -1.1490 -1.9084 0.2854 0.21
H 0.0737 -2.4179 1.4906 0.23
```

Calculated values
Total energy, eV: -17598.2522
ΔE to the lowest compared entry with this formula, charge and spin, kcal per mole: 19.1
Kohn-Sham gap, eV: 9.869
SMILES: CCc1p[nH]nc1C
HOMO energy, eV: -8.828
Strongest force on any atom, eV Å⁻¹: 4.989



Entry 2:
ORCA calculation (ωB97M-V/def2-TZVPD) on a structure of composition C6H10LiNaO3 at a distorted geometry.

Geometry as XYZ:
```
21
Properties=species:S:1:pos:R:3:nbo_charge:R:1
C -0.9177 -1.9670 -1.1438 0.23
C -1.4475 -0.8030 -0.6777 -0.43
C -1.4911 -0.3918 0.7628 -0.74
C -2.3283 0.7953 0.8098 0.41
O -2.0120 1.8684 1.3943 -0.78
O -0.7092 -2.2961 -2.3859 -0.95
Na -1.6444 -2.4625 -4.7164 0.97
Li -0.2278 2.2229 1.8868 0.94
H -0.5799 -2.6997 -0.3835 0.11
H -1.5527 0.0008 -1.4181 0.19
H -0.0961 -0.4333 0.9748 0.43
H -3.3912 0.6677 0.5232 0.14
C 2.2421 0.7934 -0.4525 -0.63
C 2.2300 0.7228 1.0711 -0.05
O 0.9252 0.8566 1.5509 -1.03
H 3.2241 0.5034 -0.8556 0.19
H 1.4518 0.1454 -0.8603 0.22
H 1.9854 1.8099 -0.7913 0.18
H 3.0148 1.3979 1.4686 0.13
H 2.5768 -0.2772 1.3988 0.13
H -1.2522 -0.4540 1.8438 0.35
```

Calculated values
Total energy, eV: -17143.7892
ΔE to the lowest compared entry with this formula, charge and spin, kcal per mole: 77.4
Kohn-Sham gap, eV: 3.697
HOMO energy, eV: -5.370
Strongest force on any atom, eV Å⁻¹: 3.545



Entry 3:
ORCA calculation (ωB97M-V/def2-TZVPD) on a structure of composition CH2BaLiO at a distorted geometry.

Geometry as XYZ:
```
6
Properties=species:S:1:pos:R:3:nbo_charge:R:1
C 0.3281 -0.3928 -0.4464 -0.31
O -0.2392 0.5695 -0.9667 -0.90
H 0.3840 -1.4836 -0.4778 0.15
Ba 2.3641 0.6984 1.2148 1.58
Li -1.7321 1.1855 0.3611 0.89
H -1.1049 -0.5770 0.3150 -0.42
```

Calculated values
Total energy, eV: -4003.9638
ΔE to the lowest compared entry with this formula, charge and spin, kcal per mole: 57.5
Kohn-Sham gap, eV: 4.455
Net charge: +1
HOMO energy, eV: -9.172
Strongest force on any atom, eV Å⁻¹: 4.955



Entry 4:
ORCA calculation (ωB97M-V/def2-TZVPD) on a structure of composition C28H26IN5O5W.

Geometry as XYZ:
```
66
Properties=species:S:1:pos:R:3:nbo_charge:R:1
W -0.6464 -0.0469 0.1576 2.07
O -2.5759 -0.3853 0.4464 -0.68
C -3.3486 -1.2193 1.1402 0.36
C -4.6423 -1.4468 0.6710 -0.26
C -5.4947 -2.2878 1.3614 -0.16
C -5.0801 -2.9027 2.5410 -0.25
C -3.8078 -2.6630 3.0156 -0.14
C -2.9221 -1.8298 2.3233 -0.20
C -1.5970 -1.6232 2.8415 0.17
N -0.6609 -1.0014 2.2351 -0.28
N 0.5475 -0.9707 2.9199 -0.39
C 1.4849 -0.7888 2.0512 0.57
O 1.2018 -0.7071 0.7773 -0.69
C 2.8809 -0.6087 2.4739 -0.06
C 3.8630 -0.4145 1.5064 -0.19
C 5.1793 -0.2085 1.8877 -0.20
C 5.5174 -0.1938 3.2332 -0.20
C 4.5366 -0.3853 4.1991 -0.22
C 3.2212 -0.5927 3.8245 -0.17
H -4.9476 -0.9508 -0.2415 0.24
H -6.4933 -2.4629 0.9827 0.22
H -5.7519 -3.5551 3.0816 0.22
H -3.4712 -3.1240 3.9370 0.22
H -1.3520 -2.0416 3.8136 0.21
H 3.5796 -0.4160 0.4627 0.24
H 5.9408 -0.0542 1.1344 0.21
H 6.5448 -0.0290 3.5315 0.21
H 4.8012 -0.3675 5.2484 0.21
H 2.4454 -0.7339 4.5645 0.23
C -1.9883 -4.0790 -0.5448 -0.68
C -1.3879 -2.7737 -0.9736 0.50
O -0.8283 -2.0761 -0.0365 -0.68
C -1.3593 -2.3737 -2.2777 -0.44
C -0.5502 -1.2930 -2.6921 0.35
C -0.3024 -1.1116 -4.1567 -0.66
N 0.0151 -0.4530 -1.8474 -0.37
N 0.8622 0.4636 -2.4409 -0.40
C 1.2178 1.3622 -1.5823 0.56
O 0.8342 1.3165 -0.3478 -0.68
C 2.1169 2.4653 -1.9776 -0.05
C 2.5315 3.3824 -1.0172 -0.19
C 3.3736 4.4236 -1.3766 -0.21
C 3.8000 4.5532 -2.6903 -0.20
C 3.3822 3.6401 -3.6508 -0.21
C 2.5423 2.5977 -3.2972 -0.20
H -2.2023 -4.0582 0.5218 0.24
H -1.2928 -4.8941 -0.7512 0.24
H -2.9082 -4.2732 -1.0954 0.23
H -1.8307 -2.9807 -3.0350 0.23
H -0.8695 -1.8402 -4.7304 0.21
H 0.7606 -1.2174 -4.3705 0.25
H -0.5794 -0.0996 -4.4522 0.25
H 2.1837 3.2718 0.0014 0.24
H 3.6953 5.1363 -0.6285 0.22
H 4.4560 5.3683 -2.9682 0.21
H 3.7108 3.7435 -4.6768 0.21
H 2.2074 1.8790 -4.0325 0.23
N -3.5223 2.2779 -0.3285 -0.83
C -2.2776 2.3760 -0.9418 0.49
O -1.5636 1.2362 -0.9326 -0.68
C -1.7975 3.4535 -1.5698 -0.55
I -0.7605 1.9727 2.0593 -0.12
H -3.5135 1.6526 0.4647 0.39
H -3.9095 3.1788 -0.0920 0.38
H -2.3546 4.3788 -1.5819 0.20
H -0.8437 3.4047 -2.0715 0.22
```

Calculated values
Total energy, eV: -57074.3033
ΔE to the lowest compared entry with this formula, charge and spin, kcal per mole: 6.6
Kohn-Sham gap, eV: 6.076
HOMO energy, eV: -7.754
Strongest force on any atom, eV Å⁻¹: 0.681



Entry 5:
ORCA calculation (ωB97M-V/def2-TZVPD) on a cluster of 3 separate species, C3H9NO2 in total at a distorted geometry.

Geometry as XYZ:
```
15
Properties=species:S:1:pos:R:3:nbo_charge:R:1
C 0.7122 -2.3527 0.7992 -0.39
C 0.9471 -1.0279 0.8963 -0.07
N 0.2261 -0.2996 -0.1015 -0.40
C 0.7846 0.8927 -0.3500 -0.08
H 0.2362 -2.7832 -0.1108 0.21
H 1.2216 -3.1039 1.3110 0.19
H 1.5042 -0.5541 1.7357 0.19
H 0.2807 1.4338 -1.1708 0.18
H 1.6249 1.3630 0.2038 0.17
O -2.7447 -2.8641 4.1632 -0.93
H -1.7833 -2.9185 4.5102 0.47
H -2.6305 -2.9326 3.2488 0.46
O 0.0133 5.4137 -4.9434 -0.93
H -0.8191 5.1323 -4.7369 0.46
H 0.4268 4.6011 -5.4549 0.47
```

Calculated values
Total energy, eV: -8839.4212
ΔE to the lowest compared entry with this formula, charge and spin, kcal per mole: 81.5
Kohn-Sham gap, eV: 9.877
SMILES: C=CN=C.O.O
HOMO energy, eV: -9.450
Strongest force on any atom, eV Å⁻¹: 5.650



Entry 6:
ORCA calculation (ωB97M-V/def2-TZVPD) on a structure of composition CH8N2O3Rb at a distorted geometry.

Geometry as XYZ:
```
15
Properties=species:S:1:pos:R:3:nbo_charge:R:1
Rb 11.0246 1.9744 9.8834 1.00
C 8.0753 7.2261 10.0765 0.73
O 8.0108 6.0730 9.9418 -0.69
N 8.0452 7.8176 11.1868 -0.80
N 8.1779 8.0434 9.0945 -0.82
H 8.2084 8.8138 11.1531 0.37
H 7.9740 7.3839 12.0962 0.41
H 8.5022 8.9726 9.3216 0.38
H 8.1537 7.7118 8.1408 0.41
O 9.6535 0.8267 13.9678 -0.95
H 10.5286 0.4988 14.1748 0.47
H 9.2386 0.9582 14.8203 0.48
O 10.8336 -2.5383 11.2168 -0.95
H 9.9075 -2.4412 11.4385 0.47
H 11.0456 -3.4392 11.4609 0.48
```

Calculated values
Total energy, eV: -10939.6284
ΔE to the lowest compared entry with this formula, charge and spin, kcal per mole: 53.4
Kohn-Sham gap, eV: 8.198
Net charge: +1
HOMO energy, eV: -12.055
Strongest force on any atom, eV Å⁻¹: 7.837



Entry 7:
ORCA calculation (ωB97M-V/def2-TZVPD) on a structure of composition C11H30LaN7O6P2S at a distorted geometry.

Geometry as XYZ:
```
58
Properties=species:S:1:pos:R:3:nbo_charge:R:1
La -0.1445 -0.0930 0.3920 2.15
N -4.9672 0.2104 0.6872 -0.69
C -3.7608 0.7946 -0.0099 -0.62
C -4.2304 1.8632 -0.9831 -0.65
P -2.7549 1.5897 1.3428 2.38
O -2.4375 0.3475 2.3683 -1.02
O -3.5881 2.5988 1.9929 -1.07
O -1.3941 1.8165 0.7024 -1.23
P -2.8238 -0.5735 -0.8113 2.37
O -4.0081 -1.2295 -1.6356 -1.00
O -2.2866 -1.4213 0.3126 -1.16
O -1.6794 -0.0170 -1.6274 -1.17
H -5.4051 0.9483 1.2545 0.46
H -4.6809 -0.5579 1.3039 0.46
H -5.6498 -0.1477 0.0130 0.45
H -4.7365 2.6723 -0.4554 0.26
H -4.8952 1.4398 -1.7377 0.24
H -3.3660 2.2817 -1.4964 0.27
H -2.7038 0.5807 3.2697 0.53
H -3.8176 -1.9914 -2.2009 0.54
C 2.4388 -0.7535 2.7004 -0.43
N 1.3733 0.2599 2.5464 -0.55
C 0.5556 0.2452 3.7742 -0.42
C 1.9650 1.6108 2.3986 -0.25
C 2.7526 1.7889 1.1121 -0.25
N 1.9183 1.7168 -0.1117 -0.53
C 2.8134 1.4789 -1.2560 -0.42
C 1.2520 3.0204 -0.3294 -0.43
H 3.1436 -0.4488 3.4815 0.21
H 2.9837 -0.9034 1.7697 0.21
H 1.9964 -1.7070 2.9807 0.23
H 1.1832 0.3797 4.6618 0.22
H 0.0345 -0.7093 3.8646 0.22
H -0.1722 1.0559 3.7431 0.22
H 2.6357 1.8101 3.2448 0.22
H 1.1547 2.3427 2.4562 0.22
H 3.5316 1.0293 1.0415 0.22
H 3.2663 2.7570 1.1508 0.22
H 3.5821 2.2562 -1.3242 0.22
H 2.2407 1.5043 -2.1843 0.20
H 3.3163 0.5163 -1.1486 0.20
H 1.9979 3.8141 -0.4457 0.21
H 0.6016 3.2670 0.5058 0.23
H 0.6397 2.9774 -1.2301 0.22
C 2.1124 -2.8256 -4.4287 -0.67
C 1.8309 -3.3288 -3.0681 0.36
N 1.9994 -4.5347 -2.6529 -0.21
N 1.6155 -4.5338 -1.3515 -0.34
C 1.2195 -3.3360 -0.9191 0.26
S 0.6580 -2.9302 0.6120 -0.26
N 1.3564 -2.5420 -2.0228 -0.23
N 1.0573 -1.1802 -2.0366 -0.66
H 2.4415 -3.6587 -5.0435 0.28
H 2.9044 -2.0749 -4.4154 0.24
H 1.2216 -2.3873 -4.8803 0.24
H 1.6513 -5.3838 -0.8104 0.45
H 0.2227 -1.0197 -2.6029 0.41
H 1.8348 -0.6853 -2.4635 0.40
```

Calculated values
Total energy, eV: -64878.2871
ΔE to the lowest compared entry with this formula, charge and spin, kcal per mole: 0.0
Kohn-Sham gap, eV: 9.305
Net charge: +2
HOMO energy, eV: -14.288
Strongest force on any atom, eV Å⁻¹: 1.592